Record 1
13
Properties=species:S:1:pos:R:3 method="wB97M-V/def2-TZVPD" relative_energy_ev=3.215 orbital_gap_ev=10.66 multiplicity=1 total_charge=0
C -0.449 0.981 -0.239
H 1.510 -1.636 -0.778
H 1.520 0.973 -1.465
H -1.099 -1.880 -0.021
C 0.935 -0.848 -0.304
O -1.154 -0.034 -0.998
H -0.778 2.007 -0.409
C 1.002 0.576 -0.597
H -1.806 0.271 1.351
O 1.724 0.044 0.503
C -0.761 0.191 1.050
C -0.574 -0.927 0.017
H -0.072 0.282 1.890

=====

Record 2
11
Properties=species:S:1:pos:R:3 method="wB97M-V/def2-TZVPD" relative_energy_ev=2.117 orbital_gap_ev=11.65 multiplicity=1 smiles=N#CC[C@H]1CO1 total_charge=0
C -0.156 1.190 -1.446
O 0.496 -0.778 1.511
N -0.830 1.315 -2.377
C -0.304 -1.465 0.548
H 0.147 -2.142 -0.175
C 0.716 0.894 -0.317
H -1.099 0.584 0.567
H 0.883 1.814 0.262
H 1.681 0.511 -0.660
C -0.154 -0.010 0.517
H -1.223 -1.827 1.015

=====

Record 3
40
Properties=species:S:1:pos:R:3 method="wB97M-V/def2-TZVPD" orbital_gap_ev=6.20 multiplicity=1 total_charge=+1
C 4.777 0.102 -1.361
H 2.646 0.659 1.216
F 5.213 0.553 0.907
H -2.320 -5.274 -2.379
C -0.646 3.878 3.028
H -3.659 -3.574 0.435
C 2.972 0.452 0.203
C -2.437 -4.346 -1.710
O -1.565 -3.324 -2.288
C 1.393 4.985 3.679
H -4.880 -2.454 -0.334
H 1.880 3.060 0.922
C 3.854 -0.094 -2.382
H -1.700 3.672 3.171
P -1.363 -2.008 -1.282
C 2.491 -0.008 -2.113
C -4.517 -3.544 -0.334
H -4.617 -2.090 -2.414
H -5.316 -4.244 0.071
C 0.030 3.290 1.971
H -2.409 -1.804 -0.334
H 1.929 5.649 4.348
C 1.376 3.536 1.755
C 4.326 0.370 -0.078
O -4.148 -2.865 -2.779
C 0.042 4.726 3.889
F -1.369 -0.655 -2.288
C 2.061 4.393 2.610
H -2.131 -4.670 -0.653
H 5.842 0.048 -1.554
C -3.993 -3.911 -1.806
F -0.633 2.463 1.138
C 2.049 0.268 -0.821
H 1.770 -0.156 -2.911
H -0.476 5.185 4.725
H 3.112 4.598 2.445
H 0.986 0.338 -0.612
H -4.632 -4.794 -2.170
H -0.136 -2.096 -0.523
H 4.197 -0.312 -3.387

=====

Record 4
65
Properties=species:S:1:pos:R:3 method="wB97M-V/def2-TZVPD" orbital_gap_ev=7.10 multiplicity=1 total_charge=+1
H 1.932 -3.181 1.100
H -4.128 4.612 -4.882
N -0.352 -2.644 -1.220
H 1.916 -0.958 1.931
Cl -2.010 8.143 -5.236
H -1.485 0.107 -3.521
O -0.552 -5.190 -1.714
Cl 3.286 1.776 8.578
H -2.878 1.096 -0.976
C 0.198 -3.319 -4.457
N 0.912 -1.099 2.112
C -0.927 -0.346 0.320
Cl 0.495 0.969 8.722
H -0.800 -3.827 -4.638
Cl 0.393 6.676 -5.970
H 0.833 -4.355 0.706
N -2.398 2.098 -3.142
H 2.084 -2.516 11.146
C -2.737 0.140 -1.566
Cl 0.818 -2.707 9.175
O -0.819 3.638 -2.409
C -2.408 0.613 -3.092
H 2.615 -2.661 -3.925
C -1.042 2.667 -3.180
H -2.255 4.606 -4.853
H -4.378 2.439 -3.882
C -0.648 7.186 -4.634
Cl 3.475 -0.501 4.144
H -3.310 0.259 -3.707
Cl 3.715 -2.636 9.456
C 2.144 -3.051 -2.951
C 0.343 -2.481 -0.039
H -1.043 6.296 -4.149
Cl 1.312 -2.328 4.841
C -3.291 2.656 -4.194
H 0.891 -3.441 -5.361
H -3.703 -0.457 -1.530
H -3.272 4.755 -3.273
H 0.767 -1.921 2.721
C 0.158 2.188 -4.107
H 1.957 -2.121 -2.302
C -1.557 -0.798 -0.982
Cl 2.326 0.269 10.875
Cl 0.278 8.105 -3.440
C 2.347 -1.006 5.414
N 0.899 -3.830 -3.239
H 1.712 -0.159 5.665
B -0.001 -3.896 -2.051
H -3.160 2.207 -5.232
C 0.157 -1.276 0.882
H 1.123 2.593 -3.631
C 2.188 -3.090 10.228
H 0.028 2.613 -5.155
N -1.295 -1.899 -1.787
H 1.669 2.410 10.161
C 1.912 1.480 9.652
Cl 2.189 -4.809 10.643
N 1.309 -3.511 0.355
Br -1.345 1.270 1.358
H 0.167 -5.795 -1.424
Cl 3.224 -1.495 6.866
H 0.039 -2.190 -4.328
H 0.287 1.060 -4.162
C -3.209 4.269 -4.307
H 2.903 -3.701 -2.401

=====

Record 5
78
Properties=species:S:1:pos:R:3 method="wB97M-V/def2-TZVPD" relative_energy_ev=1.614 orbital_gap_ev=4.66 multiplicity=1 total_charge=-2
H -3.925 2.975 2.586
H -0.406 2.990 3.583
C -5.197 0.628 0.538
O 1.650 -0.698 -2.345
H -6.097 2.145 1.782
C -1.464 -3.356 3.857
H 2.444 -0.634 -6.693
C -2.754 0.524 0.497
H -2.294 -1.788 2.451
C 1.836 -4.399 -0.946
C 3.036 -1.652 -4.385
N 2.621 -1.838 2.474
N -0.286 -2.328 2.240
N 0.503 -3.194 2.869
C 2.977 0.164 1.799
C -0.102 2.788 -1.983
H 1.926 1.682 -3.164
H 2.768 4.236 0.630
H -0.768 5.113 -1.146
C 3.548 -1.328 3.309
Ba 0.167 -0.926 -0.747
H -4.025 -0.756 -0.635
C -1.442 2.825 3.294
Te -0.820 -1.297 -3.797
H 1.015 0.295 -6.196
H 0.979 -1.464 -6.111
N 0.844 4.164 -0.188
C 3.372 -4.342 0.621
N 2.268 -0.926 1.537
C -3.946 2.140 1.895
C 1.024 3.056 -0.981
H -2.267 -3.643 4.517
H 2.574 -3.927 3.346
C 1.731 4.273 0.961
H -7.559 -0.999 -0.989
C -6.503 -0.821 -0.797
C -4.039 0.054 0.080
H -1.207 4.308 0.370
H 2.854 1.045 1.180
C -0.420 4.875 -0.141
H 0.320 -4.576 4.468
H -1.043 2.815 -1.429
C 0.986 1.251 -3.511
H -6.004 -0.553 -1.731
C -2.730 1.599 1.444
C 3.194 -4.688 -0.702
H 1.545 5.223 1.463
H -0.270 5.815 0.388
H 3.932 -5.066 -1.391
H 0.764 1.633 -4.511
O -6.443 0.232 0.149
O 2.037 2.387 -0.905
C 1.620 -0.585 -5.972
B 1.996 -3.264 2.507
O -1.701 -0.039 0.047
H 3.370 -1.631 -3.352
C 3.814 -0.031 2.918
C 1.203 -0.274 -3.529
H -6.046 -1.735 -0.412
H -1.952 3.791 3.230
H 4.510 0.659 3.366
H -1.945 2.219 4.050
H 1.272 -4.511 -1.861
N 1.241 -3.924 0.142
H 3.946 -1.921 4.119
H 1.568 3.443 1.654
N 2.193 -3.893 1.100
H 3.902 -1.594 -5.052
O -0.385 2.022 1.344
H 4.247 -4.385 1.254
N 2.172 -0.511 -4.633
C -1.480 -2.405 2.808
C -1.446 2.119 1.942
O -0.085 1.553 -2.609
H 2.524 -2.613 -4.562
H -0.116 3.609 -2.717
C -5.168 1.695 1.458
C -0.165 -3.831 3.855

=====

Record 6
16
Properties=species:S:1:pos:R:3 method="wB97M-V/def2-TZVPD" relative_energy_ev=0.893 orbital_gap_ev=8.90 multiplicity=1 smiles="O=[N+]([O-])[C@]12C=NC(Cl)=[NH+][C@H]1[C@@H]2Cl" total_charge=+1
Cl -2.165 1.965 -0.629
N -1.981 -0.862 0.163
H -0.781 0.867 1.560
N 1.575 -1.053 -0.718
C 0.307 -1.386 -0.623
N 1.383 0.677 0.878
C 2.017 -0.011 -0.116
O -2.370 -1.767 -0.495
C 0.011 0.777 0.690
Cl 3.623 0.432 -0.324
H 1.714 1.089 1.689
C -0.658 -0.382 -0.352
O -2.386 -0.284 1.133
H 0.160 1.379 -1.386
H 0.162 -2.528 -0.818
C -0.609 1.089 -0.653

=====

The records above give, respectively, E_tot values of -344.4838; -285.3368; -1374.0827; -9225.7046; -2219.7627; -1427.6046 a.u..
The records above give, respectively, LUMO energy values of 1.0; 0.9; -5.0; -4.6; 4.2; -6.0 eV.